Record 1
Molecular formula: C21H46BBrN2O2P
Method: DFT, ωB97M-V/def2-TZVPD

- charge = +1
- 2S+1 = 1
- orbital gap (eV) = 6.9
- E_HOMO (Ha) = -0.3371

Each line ends with the Löwdin charge.
Cartesian coordinates (Å):
C  7.5126  -3.2627  1.3752  -0.019
C  7.1320  -2.5019  0.1286  -0.384
C  6.8168  -1.0415  0.3650  -0.026
N  7.0690  -3.0721  -1.0016  0.228
B  5.8276  -3.1549  -1.7052  -0.770
O  4.8285  -4.0266  -1.3415  0.008
C  3.9139  -3.3591  -0.4519  -0.190
C  2.6356  -4.1421  -0.2531  -0.322
C  2.9554  -5.5145  0.3573  -0.048
C  1.7916  -3.3773  0.8108  -0.169
C  0.7818  -2.3886  0.2238  -0.403
C  -0.1613  -1.9560  1.3606  -0.078
C  1.4534  -1.1157  -0.3680  -0.070
P  5.5100  -2.0751  -3.3324  0.577
O  7.0510  -1.7002  -3.8436  -0.404
Br  4.6500  -0.1096  -2.6235  0.240
H  8.0308  -4.1852  1.1426  0.088
H  8.0921  -2.6178  2.0352  0.076
H  6.5997  -3.4963  1.9244  0.088
H  7.5374  -0.6221  1.0641  0.083
H  6.8188  -0.4846  -0.5626  0.046
H  5.8444  -0.9898  0.8619  0.090
H  3.7412  -2.3328  -0.7879  0.072
H  4.3981  -3.2852  0.5308  0.124
H  2.0321  -4.2197  -1.1564  0.146
H  2.0094  -6.0450  0.4455  0.081
H  3.3006  -5.3396  1.3761  0.086
H  3.6864  -6.0682  -0.2216  0.082
H  2.4709  -2.8785  1.5068  0.124
H  1.2521  -4.1187  1.4039  0.113
H  0.2482  -2.8727  -0.5947  0.129
H  -0.7466  -1.0845  1.0775  0.038
H  0.4548  -1.7360  2.2314  0.086
H  -0.7791  -2.8156  1.6201  0.081
H  0.8083  -0.2720  -0.1181  0.051
H  1.4824  -1.1686  -1.4541  0.072
H  2.4383  -0.9264  0.0458  0.064
H  7.1979  -0.7536  -3.6820  0.024
C  -6.5007  5.0208  -0.0627  -0.090
C  -6.2162  4.0042  -1.1667  -0.246
C  -6.0199  2.5712  -0.6615  -0.174
C  -4.9090  2.3358  0.3496  -0.093
N  -3.4676  2.4697  -0.1292  -0.177
C  -2.6696  1.2541  0.3118  -0.113
C  -3.0255  0.1854  -0.6978  -0.137
C  -3.0994  0.9405  -2.0252  -0.119
C  -3.2989  2.4099  -1.6445  -0.081
C  -2.8321  3.7403  0.4016  -0.110
C  -2.3973  3.7342  1.8631  -0.212
C  -3.4853  3.7025  2.9369  -0.090
H  -5.6615  5.1274  0.6282  0.050
H  -6.6836  6.0019  -0.4984  0.083
H  -7.3834  4.7405  0.5141  0.087
H  -5.3580  4.3538  -1.7466  0.096
H  -7.0616  3.9989  -1.8566  0.118
H  -5.9192  1.8814  -1.5043  0.115
H  -6.9476  2.2730  -0.1656  0.133
H  -5.0118  1.3306  0.7546  0.131
H  -5.0434  3.0191  1.1808  0.097
H  -1.6147  1.5208  0.2435  0.140
H  -2.9292  0.9988  1.3359  0.138
H  -3.9923  -0.2625  -0.4628  0.121
H  -2.2929  -0.6185  -0.7162  0.114
H  -3.9074  0.5652  -2.6506  0.120
H  -2.1797  0.8263  -2.5966  0.123
H  -4.1365  2.8691  -2.1495  0.103
H  -2.4090  2.9816  -1.8925  0.132
H  -3.5249  4.5541  0.1868  0.131
H  -1.9378  3.9043  -0.1977  0.129
H  -1.8266  4.6551  2.0022  0.126
H  -1.6879  2.9262  2.0470  0.107
H  -4.2503  4.4599  2.7554  0.078
H  -3.0440  3.9113  3.9103  0.085
H  -3.9613  2.7242  3.0138  0.070



Record 2
Molecular formula: AlH10O5
Method: DFT, ωB97M-V/def2-TZVPD

- charge = +3
- 2S+1 = 1
- orbital gap (eV) = 7.6
- E_HOMO (Ha) = -0.9186

Each line ends with the natural charge from an NBO analysis.
Cartesian coordinates (Å):
Al  0.5582  -0.1884  -0.5853  2.358
O  0.5821  -1.4080  1.3148  -0.980
H  0.8580  -2.3215  1.2402  0.541
H  0.6975  -1.1973  2.2413  0.570
O  -0.4626  -2.1829  -0.8449  -0.986
H  -0.9867  -2.5482  -1.5578  0.574
H  -0.4358  -2.8773  -0.1866  0.554
O  -1.3592  0.1458  0.5089  -0.971
H  -1.4401  0.3142  1.4477  0.547
H  -2.0159  -0.5268  0.3283  0.542
O  -0.4688  1.8257  -0.6711  -0.989
H  -0.3594  2.2688  -1.5125  0.518
H  -0.8197  2.4995  -0.0888  0.570
O  1.7161  1.7140  -0.5166  -0.972
H  2.4373  2.0623  0.0077  0.574
H  1.4991  2.4202  -1.1253  0.550



Record 3
Molecular formula: C2H3N3O
Method: DFT, ωB97M-V/def2-TZVPD

- charge = 0
- 2S+1 = 1
- structure (SMILES) = Nc1ncon1
- orbital gap (eV) = 11.2
- E_HOMO (Ha) = -0.3789

Each line ends with the natural charge from an NBO analysis.
Cartesian coordinates (Å):
N  -0.4686  -0.1137  1.8172  -0.825
C  -0.1615  0.2009  0.5041  0.449
N  0.3317  -0.9923  -0.7066  -0.470
C  0.4911  -0.2614  -1.6976  0.268
O  0.1738  1.3041  -1.3555  -0.352
N  -0.1661  1.3223  -0.0839  -0.079
H  0.3118  -0.4829  2.3520  0.394
H  -1.2888  -0.7025  1.9261  0.394
H  0.7765  -0.2745  -2.7559  0.222



Record 4
Molecular formula: C4H4N3S
Method: DFT, ωB97M-V/def2-TZVPD

- charge = -1
- 2S+1 = 1
- orbital gap (spin up / spin down) (eV) = 5.9 / 5.9
- E_HOMO (spin up / spin down) (Ha) = -0.0863 / -0.0865

Each line ends with the natural charge from an NBO analysis.
Cartesian coordinates (Å):
C  -1.9062  1.5579  -1.1047  0.141
C  0.2741  1.4124  -0.6443  -0.017
C  -0.2060  2.7288  -0.3363  -0.110
C  1.1038  0.0364  1.0559  0.201
N  -1.5150  2.7394  -0.7604  -0.509
N  0.9243  -1.2110  1.0110  -0.713
N  -0.8001  0.6972  -1.1656  -0.620
S  0.7833  3.9587  0.3204  -0.468
H  -2.7767  1.4222  -1.6122  0.163
H  1.5281  0.8619  1.5411  0.195
H  1.5618  -1.7827  1.6479  0.339
H  -0.7739  -0.2835  -1.1443  0.397



For reference, relative energy (zero: lowest compared OMol25 entry of this formula, charge and spin) by record: 19.64, 63.36, 73.54, 99.57 kcal/mol.